No. 1
{
  "formula": "CH4N2P2",
  "method": "ωB97M-V/def2-TZVPD",
  "species": ["C", "N", "H", "H", "H", "P", "H", "P", "N"],
  "coordinates": [[2.1270, 0.8565, -1.0666], [2.1032, 1.2731, 0.0095], [-0.5802, -1.5453, 0.9103], [-0.0756, -0.5886, -0.1766], [1.8903, 1.8875, 0.7848], [-2.2439, 1.5298, -0.9842], [-1.2839, 0.9502, -1.8050], [-2.3930, 0.0223, 0.4349], [-0.8402, -0.7086, 0.4628]],
  "e_lumo_ev": -0.51,
  "molar_mass_g_mol": 106.00,
  "de_lowest_ev": 1.310,
  "gap_ev": 7.80
}

=====

No. 2
{
  "formula": "CH4N2PS",
  "method": "ωB97M-V/def2-TZVPD",
  "species": ["S", "C", "H", "H", "H", "N", "H", "P", "N"],
  "coordinates": [[-0.3164, 3.6260, -0.2355], [0.1892, -0.4673, 0.3714], [1.0078, -2.4313, 0.3681], [-0.4390, 0.3945, -1.2551], [0.4235, -0.3161, 1.3468], [-0.3919, 0.5767, -0.2046], [0.1251, -1.8001, -1.0080], [-1.0124, 2.0839, 0.7261], [0.4142, -1.6661, -0.1092]],
  "e_lumo_ev": -5.97,
  "molar_mass_g_mol": 107.10,
  "de_lowest_ev": 0.298,
  "gap_ev": 8.07,
  "smiles": "N/C=[NH+]/P=S",
  "charge": 1
}

=====

No. 3
{
  "formula": "CH4N2S",
  "method": "ωB97M-V/def2-TZVPD",
  "species": ["N", "C", "H", "N", "H", "S", "H", "H"],
  "coordinates": [[-1.6010, -0.8309, -0.0510], [-1.1682, 0.4079, 0.1057], [-2.0400, 1.0701, 0.3421], [0.0705, 0.9420, -0.2103], [0.3073, 2.0756, 0.3798], [1.1908, -0.2856, -0.0388], [-0.5811, -1.1762, -0.3320], [0.9828, -0.6252, 1.4246]],
  "e_lumo_ev": 0.06,
  "molar_mass_g_mol": 76.12,
  "de_lowest_ev": 3.377,
  "gap_ev": 9.44
}

=====

No. 4
{
  "formula": "CH4N2S",
  "method": "ωB97M-V/def2-TZVPD",
  "species": ["C", "H", "H", "N", "N", "H", "S", "H"],
  "coordinates": [[-0.3456, -0.0730, -0.0955], [0.0706, -2.0356, -0.0188], [-0.4118, 1.8950, -0.3196], [0.2563, 1.1498, -0.0899], [0.5153, -1.0961, 0.0184], [1.4265, -0.9299, -0.3504], [-2.0355, -0.1517, -0.0196], [0.5241, 1.2415, 0.8755]],
  "e_lumo_ev": 0.77,
  "molar_mass_g_mol": 76.12,
  "de_lowest_ev": 0.208,
  "gap_ev": 9.06,
  "smiles": "NC(N)=S"
}

=====

No. 5
{
  "formula": "CH4N3",
  "method": "ωB97M-V/def2-TZVPD",
  "species": ["H", "H", "C", "N", "N", "N", "H", "H"],
  "coordinates": [[1.4527, 1.1588, 0.2966], [-1.5727, 1.1189, -0.7283], [0.1190, -0.1038, -0.0254], [1.3600, 0.1697, 0.1187], [-1.1872, 0.6227, 0.0270], [-0.9829, -0.8679, -0.2587], [2.0571, -0.5176, 0.1542], [-1.2459, -1.5808, 0.4157]],
  "e_lumo_ev": -4.81,
  "molar_mass_g_mol": 58.06,
  "de_lowest_ev": 3.068,
  "gap_ev": 11.25,
  "smiles": "[NH2+]=C1NN1",
  "charge": 1
}

=====

No. 6
{
  "formula": "CH4N3",
  "method": "ωB97M-V/def2-TZVPD",
  "species": ["H", "H", "N", "H", "C", "N", "H", "N"],
  "coordinates": [[-0.6046, -1.1575, -0.4939], [-1.4946, 0.1578, -0.8883], [-0.9799, -0.2478, -0.1662], [0.2472, 1.2493, 0.8382], [0.1735, 0.5451, 0.1318], [2.6960, -0.2398, -0.0696], [-1.5953, -0.3967, 0.6423], [1.5577, 0.0897, 0.0056]],
  "e_lumo_ev": -5.07,
  "molar_mass_g_mol": 58.06,
  "de_lowest_ev": 3.470,
  "gap_ev": 9.13,
  "charge": 1
}

=====

- Which formula does entry 4 have?
  CH4N2S